# 1
# C15H27N3O4PdS3

A molecular structure, C15H27N3O4PdS3 (wB97M-V/def2-TZVPD, the Open Molecules 2025 dataset).

HOMO-LUMO gap: 0.29369 hartree
Energy relative to the best compared isomer or geometry (same formula, charge and spin): 0.0 kcal/mol
DFT total energy: -2375.4515 Ha
E_HOMO: -8.113 eV
Multiplicity: 1

Structure (XYZ):
```
53
Properties=species:S:1:pos:R:3:forces:R:3
Pd 0.890971 -2.161285 -0.586300 -0.242 -0.383 0.041
O 1.170467 -0.934364 -2.145812 0.065 -0.061 0.143
N 1.457801 -1.550854 -3.305240 -0.045 -0.266 -0.129
C 1.766936 -0.735196 -4.339059 -0.024 -0.087 -0.025
C 2.035434 -1.244362 -5.574378 0.006 -0.061 -0.018
C 1.985404 -2.636551 -5.752930 0.016 0.109 -0.046
C 1.685125 -3.443668 -4.692630 -0.010 0.008 0.050
C 1.421966 -2.902139 -3.418323 0.049 0.260 0.072
S 1.096754 -3.868066 -2.042160 0.009 -0.019 -0.091
H 1.776127 0.312270 -4.081754 -0.006 0.010 0.000
H 2.282752 -0.573683 -6.382831 0.000 -0.004 -0.008
H 2.190747 -3.070136 -6.721936 0.003 0.010 -0.007
H 1.648846 -4.519675 -4.790638 0.001 0.020 0.010
C 0.163103 -2.758073 3.255954 0.062 -0.016 0.085
S 1.330126 -3.486585 2.123011 -0.555 0.254 0.693
O 1.623480 -4.781651 2.666445 0.306 -0.167 -0.195
O 2.401689 -2.525723 1.973652 0.037 -0.168 -0.185
O 0.513844 -3.614899 0.848416 0.299 0.606 -0.438
H 0.733356 -2.309245 4.067348 -0.028 -0.048 0.016
H -0.484259 -3.545391 3.635176 -0.011 0.021 -0.048
H -0.412815 -1.997387 2.739670 -0.001 0.086 -0.031
C 0.073349 3.137018 2.303212 0.006 0.014 0.012
C 1.546701 3.308896 1.935781 -0.001 0.019 -0.033
C 1.820279 3.639689 0.465255 0.012 -0.033 0.014
C 1.699719 2.476300 -0.514230 -0.039 0.073 0.020
N 0.334742 1.992185 -0.675946 -0.015 -0.063 -0.071
C -0.155232 0.825363 -0.242102 -0.010 0.107 0.027
S 0.761660 -0.194552 0.781764 0.192 -0.069 0.156
N -1.416036 0.550725 -0.588742 0.175 0.020 -0.237
C -2.211517 -0.551396 -0.073040 -0.061 -0.151 0.058
C -2.683004 -0.313578 1.353254 -0.035 -0.031 0.091
C -3.487235 0.968522 1.531616 -0.001 -0.019 0.007
C -3.891560 1.191665 2.983328 -0.004 0.021 -0.007
H -0.053258 3.147118 3.386489 0.002 -0.010 -0.002
H -0.337283 2.194206 1.943545 -0.004 0.012 0.009
H -0.530150 3.951685 1.894185 -0.004 0.013 0.003
H 2.102758 2.409201 2.210849 0.000 -0.012 0.007
H 1.959217 4.121849 2.538772 -0.004 -0.006 -0.017
H 2.842929 4.014374 0.369609 -0.001 0.006 0.011
H 1.166426 4.459938 0.145755 -0.004 -0.003 -0.009
H 2.299426 1.633010 -0.187598 0.066 -0.072 0.027
H 2.061309 2.781205 -1.499436 -0.011 0.009 0.008
H -0.303968 2.612834 -1.150188 -0.022 0.015 0.022
H -1.823788 1.098075 -1.327779 -0.032 0.095 0.001
H -1.630909 -1.472911 -0.139899 -0.028 -0.020 0.006
H -3.064607 -0.649083 -0.746443 -0.015 -0.009 0.019
H -1.814926 -0.301351 2.020749 -0.078 0.019 -0.073
H -3.289560 -1.175786 1.643106 -0.006 -0.009 0.052
H -4.380608 0.931404 0.899083 -0.004 0.002 -0.011
H -2.894907 1.821593 1.184778 -0.014 -0.015 0.025
H -4.498592 0.363876 3.353778 -0.005 -0.010 -0.005
H -4.469133 2.108752 3.101860 -0.002 0.003 0.003
H -3.010096 1.265835 3.622955 0.009 0.000 -0.001
```
Positions in Å, forces in eV/Å.

natural (NBO) population analysis, charges in e, atoms 1 to 5: 0.76 -0.58 0.00 0.04 -0.27

***

# 2
# C4H15N3OV

A molecular structure, C4H15N3OV (wB97M-V/def2-TZVPD, the Open Molecules 2025 dataset).

HOMO-LUMO gap (alpha / beta): 0.28983 / 0.32182 hartree
⟨S²⟩: 0.811
Total charge: +4
Energy relative to the best compared isomer or geometry (same formula, charge and spin): 2.8 kcal/mol
DFT total energy: -1342.9546 Ha
E_HOMO (alpha / beta): -29.262 / -29.287 eV
Multiplicity: 2

Structure (XYZ):
```
24
Properties=species:S:1:pos:R:3:forces:R:3
V -0.089324 0.292563 1.052879 0.032 0.105 0.083
N 1.743354 -0.008798 0.299293 0.261 0.034 0.007
C 1.645137 -0.645510 -1.088158 -0.070 -0.095 -0.094
C 0.600266 -1.747668 -0.985044 0.158 0.002 -0.124
N -0.524270 -1.274882 -0.063630 -0.042 -0.136 0.146
C -1.665372 -0.418496 -0.541419 -0.013 0.019 0.086
C -1.319991 1.065601 -0.989432 -0.059 -0.005 -0.079
N -0.861504 1.894069 0.179012 0.021 0.130 0.031
H 2.288270 -0.636312 0.919991 -0.031 -0.005 0.006
H 2.322404 0.850042 0.245188 -0.021 0.001 0.023
H 1.418462 0.134082 -1.815783 -0.015 0.020 0.037
H 2.626729 -1.054261 -1.358312 0.007 0.014 0.020
H 0.181342 -2.027162 -1.959478 -0.036 0.024 0.016
H 0.997262 -2.655794 -0.522826 -0.024 0.010 0.029
H -0.898332 -2.093712 0.449906 0.004 0.011 0.011
H -2.112164 -0.901391 -1.431189 -0.006 0.019 -0.004
H -2.464833 -0.448225 0.224179 -0.001 -0.021 -0.007
H -0.583515 1.108858 -1.791377 -0.021 0.008 -0.010
H -2.269611 1.465502 -1.370194 0.000 -0.003 0.011
H -0.240013 2.673848 -0.095444 0.009 -0.015 0.005
H -1.660460 2.337899 0.669267 -0.005 -0.027 0.002
O 0.253261 0.625133 2.928439 -0.165 -0.090 -0.195
H 0.199907 1.503823 3.391941 0.066 0.009 -0.008
H 0.412987 -0.039207 3.652182 -0.049 -0.010 0.006
```
Positions in Å, forces in eV/Å.

natural (NBO) population analysis, charges in e, atoms 1 to 5: 1.73 -0.77 -0.26 -0.27 -0.47

***

# 3
# C5H12O2

A molecular structure, C5H12O2 (wB97M-V/def2-TZVPD, the Open Molecules 2025 dataset).

HOMO-LUMO gap: 0.34938 hartree
Energy relative to the best compared isomer or geometry (same formula, charge and spin): 140.0 kcal/mol
DFT total energy: -347.9817 Ha
E_HOMO: -8.743 eV
Multiplicity: 1

Structure (XYZ):
```
19
Properties=species:S:1:pos:R:3:forces:R:3
C 2.665204 -0.384306 0.372703 0.135 -0.095 -0.282
C 1.733821 -0.335652 -0.689201 0.249 -0.027 -0.036
C 0.010892 -0.223744 0.424706 -0.222 -0.140 -0.179
O 0.628025 0.225062 1.609395 0.266 -0.007 -0.002
C -0.789343 0.646082 -0.564649 0.022 0.091 -0.030
C -2.258652 0.249325 -0.518542 0.163 -0.049 -0.306
O -2.729722 0.523178 0.789895 -0.279 -0.093 0.101
H 3.442537 0.378636 0.407990 -0.175 -0.031 0.012
H 1.877912 0.018749 1.297168 -0.262 0.097 0.116
H 3.005823 -1.373510 0.684396 -0.030 0.179 -0.013
H 1.478720 -1.211192 -1.279367 0.021 0.082 0.153
H 1.665193 0.603717 -1.236177 -0.049 -0.177 0.078
H -0.123101 -1.308778 0.333095 0.040 0.126 0.035
H -0.752843 -0.062396 1.331001 -0.043 -0.109 0.014
H -0.439549 0.538593 -1.598145 -0.030 0.003 0.151
H -0.679768 1.697705 -0.276699 -0.003 -0.122 -0.032
H -2.343725 -0.826414 -0.745872 -0.014 0.183 0.039
H -2.836253 0.798236 -1.276026 0.091 -0.018 0.149
H -3.555180 0.046716 0.934334 0.121 0.106 0.033
```
Positions in Å, forces in eV/Å.

natural (NBO) population analysis, charges in e, atoms 1 to 5: -0.66 -0.31 -0.24 -0.67 -0.43

***

# 4
# C4H5N

C4H5N in the gas phase (wB97M-V/def2-TZVPD, the Open Molecules 2025 dataset).

HOMO-LUMO gap: 0.33258 hartree
Structure (SMILES): C=C=NC=C
Energy relative to the best compared isomer or geometry (same formula, charge and spin): 85.6 kcal/mol
DFT total energy: -210.0274 Ha
E_HOMO: -8.545 eV
Multiplicity: 1

Structure (XYZ):
```
10
Properties=species:S:1:pos:R:3:forces:R:3
C -1.864898 0.677612 0.052823 2.552 -1.385 2.212
C -0.578269 0.944198 0.139041 -2.606 2.016 -1.079
N 0.467261 1.553458 -0.000856 0.911 1.555 1.716
C 1.627827 0.755497 -0.079260 -1.523 -0.838 -1.872
C 1.228985 -0.508695 0.167929 1.771 -0.603 0.842
H -2.381564 1.073999 -0.695976 -1.804 1.619 -3.463
H -2.424451 -0.021476 0.604590 -0.158 -0.560 1.212
H 2.527072 1.223180 -0.579066 -1.073 -1.006 1.000
H 1.844609 -1.357837 0.025791 0.652 -0.751 -0.084
H 0.252249 -0.702954 0.674049 1.277 -0.047 -0.485
```
Positions in Å, forces in eV/Å.

natural (NBO) population analysis, charges in e, atoms 1 to 5: -0.64 0.45 -0.47 -0.04 -0.40